(1)
This record from the OMol25 dataset describes 2 unconnected molecules or ions with the total composition C2H11N3O. The level of theory is wB97M-V/def2-TZVPD.

Properties
Lowest unoccupied orbital energy: 1.0 eV
Total charge: 0
Kohn-Sham gap: 9.703 eV
E_tot: -8769.5438 eV
HOMO energy: -8.75 eV
Structure (SMILES): NCN.NCO

Structure (XYZ):
```
17
Properties=species:S:1:pos:R:3:forces:R:3
N -1.561122 -1.077326 -0.177096 -0.430 0.248 -0.076
C -1.891224 0.286731 -0.589991 0.304 -0.678 -0.243
N -2.832004 0.831927 0.348654 -0.002 0.927 0.373
H -2.308162 -1.677039 -0.507482 0.168 -0.260 0.048
H -0.696633 -1.395110 -0.592577 0.033 -0.020 0.031
H -2.267243 0.296458 -1.625541 -0.012 0.146 -0.025
H -0.964143 0.861020 -0.572583 -0.010 0.170 0.024
H -3.495572 0.174790 0.723475 -0.054 -0.114 -0.179
H -3.277034 1.687750 0.028626 -0.011 -0.412 0.070
N 3.259370 0.452295 0.251625 0.135 -0.045 0.204
C 1.884051 0.029917 0.306988 -0.143 -0.006 -0.254
O 1.791534 -1.183704 1.005327 0.098 -0.263 0.117
H 3.366600 1.405987 -0.060033 0.015 0.039 -0.038
H 3.795095 -0.169060 -0.338575 0.078 0.096 -0.123
H 1.451221 -0.171323 -0.682794 -0.046 -0.024 0.067
H 1.285724 0.816211 0.776360 0.058 0.050 0.097
H 2.459549 -1.169527 1.705620 -0.180 0.147 -0.092
```
Positions in Å, forces in eV/Å.


(2)
This record from the OMol25 dataset describes 3 unconnected molecules or ions with the total composition C2H11N3O2 in a non-equilibrium geometry. The level of theory is wB97M-V/def2-TZVPD.

Properties
Lowest unoccupied orbital energy: 0.7 eV
Total charge: 0
Kohn-Sham gap: 9.606 eV
E_tot: -10817.6161 eV
HOMO energy: -8.92 eV
Structure (SMILES): [H]/N=C(\N)NC.O.O

Structure (XYZ):
```
18
Properties=species:S:1:pos:R:3:forces:R:3
H 1.386320 1.515506 1.160261 -0.216 0.233 0.119
N 1.022390 1.272945 0.253704 0.551 -0.186 -1.928
C -0.012460 0.533199 0.333656 -1.458 0.354 3.454
N -0.749463 0.493895 1.556333 -0.215 -1.181 -1.706
N -0.581916 -0.259230 -0.615919 1.382 0.351 -0.527
C -1.903916 -0.863613 -0.549580 -0.039 2.285 0.053
H -0.626333 1.165882 2.277441 0.532 0.149 0.248
H -1.028503 -0.439562 1.802638 -0.171 0.158 0.584
H -0.171530 -0.051636 -1.513305 -0.093 -0.325 -0.351
H -2.614540 -0.054947 -0.333634 -0.151 -0.195 0.334
H -1.963368 -1.571084 0.275104 -0.176 -0.590 -0.675
H -2.172930 -1.115456 -1.571448 0.101 -1.073 0.272
O 1.399643 -2.570522 1.737024 -0.642 0.974 0.168
H 1.827819 -3.365436 2.024425 0.354 -0.622 -0.201
H 1.396305 -2.511639 0.778352 0.225 -0.283 0.007
O 0.665793 1.780480 -2.639470 0.490 -0.589 -0.469
H -0.160459 2.255507 -2.649690 -0.175 0.321 0.350
H 1.052282 1.800137 -1.746509 -0.298 0.218 0.268
```
Positions in Å, forces in eV/Å.


(3)
This record from the OMol25 dataset describes 2 unconnected molecules or ions with the total composition C2H11N4 in a non-equilibrium geometry. The level of theory is wB97M-V/def2-TZVPD.

Properties
Lowest unoccupied orbital energy: -2.9 eV
Total charge: +1
Kohn-Sham gap: 10.195 eV
E_tot: -8207.0092 eV
HOMO energy: -13.14 eV

Structure (XYZ):
```
17
Properties=species:S:1:pos:R:3:forces:R:3
N 0.430783 -1.156986 0.270704 -0.158 -1.638 -0.198
C 0.599614 -1.140885 1.760604 0.395 0.305 0.710
N 1.802627 -1.763133 2.308345 -0.446 -1.184 -1.454
H 1.365951 -1.226189 -0.144918 -0.262 0.199 0.101
H -0.024480 -2.068402 -0.012207 0.526 1.363 0.415
H 0.588466 -0.087108 2.097218 0.081 -0.427 -0.238
H -0.264881 -1.616837 2.221995 -0.054 -0.007 -0.207
H 1.863076 -2.759601 1.955337 -0.004 1.467 0.754
H 2.625969 -1.280191 1.954403 -0.006 -0.100 0.217
N -1.622878 2.415142 -2.295301 0.129 -0.034 0.039
C -1.158518 1.272119 -1.801194 0.370 0.543 1.096
N -0.621143 1.137548 -0.607257 -0.349 0.265 -0.534
H -1.549070 3.306132 -1.798824 -0.067 -0.590 -0.245
H -2.007507 2.436181 -3.231914 0.094 0.023 0.266
H -1.235335 0.403119 -2.442224 0.007 -0.075 0.044
H -0.215755 0.147084 -0.210404 -0.283 0.472 -0.483
H -0.576919 1.982005 -0.024363 0.027 -0.583 -0.284
```
Positions in Å, forces in eV/Å.


> Among the records above, which one has the highest total charge?

C2H11N4


> The highest Kohn-Sham gap belongs to which entry?

C2H11N4


> What is the Kohn-Sham gap in the second record?

9.606 eV